P:
# C14H16N2O

A single C14H16N2O molecule (the ωB97M-V functional and the def2-TZVPD basis, the OMol25 dataset).

gap between HOMO and LUMO: 0.29843 Ha
HOMO energy: -7.41 eV
spin multiplicity: 1

Element x y z (Å)
O  2.55404  2.23433  1.43376
C  -1.00893  -0.11674  -0.22265
C  0.21907  -0.49020  -0.68649
C  -1.10089  2.80358  2.22793
C  0.32357  2.98125  2.24086
C  -1.68018  1.77904  1.46435
C  1.18460  2.18781  1.45041
C  -0.81665  0.97529  0.68268
C  0.53568  1.22420  0.67961
N  1.17945  0.33292  -0.11390
N  -1.29279  -2.92539  -0.35129
C  3.12683  1.71050  0.18897
C  -2.36969  -0.69593  -0.61182
C  0.35849  -1.58703  -1.70583
C  2.63025  0.30068  -0.26078
C  -2.41552  -2.19576  -0.96203
C  -0.00582  -2.94077  -1.08278
H  -1.74325  3.43588  2.82049
H  0.75104  3.72799  2.88139
H  -2.74733  1.61064  1.41601
H  -1.15135  -2.59331  0.58175
H  4.23449  1.66398  0.30929
H  2.94432  2.46765  -0.57674
H  -2.70579  -0.13645  -1.48818
H  -3.05195  -0.51619  0.25151
H  1.40162  -1.64334  -2.06024
H  -0.29135  -1.38393  -2.55929
H  2.92142  0.09036  -1.30531
H  3.03163  -0.44566  0.41801
H  -3.37826  -2.61554  -0.64716
H  -2.38225  -2.28206  -2.06859
H  -0.03748  -3.63847  -1.89116
H  0.78298  -3.31932  -0.45280

***

Q:
# C14H16N2O

A single C14H16N2O molecule (the ωB97M-V functional and the def2-TZVPD basis, the OMol25 dataset).

gap between HOMO and LUMO: 0.29365 Ha
HOMO energy: -7.77 eV
spin multiplicity: 1

Element x y z (Å)
N  -3.51638  2.66437  2.05370
O  4.29565  -2.38483  -1.31224
C  -4.45482  2.21019  1.24033
C  -3.90025  1.24915  0.24708
C  -2.57559  1.09239  0.56728
C  -1.51134  0.27188  0.04926
C  -0.20653  0.57436  0.38273
C  0.98440  -0.80142  -1.36891
C  2.08396  -0.20180  0.71150
C  3.27098  -1.59166  -0.86563
C  0.94908  -0.07793  -0.16050
C  2.08486  -1.60590  -1.66019
C  3.29679  -0.80955  0.25147
N  -2.31723  1.99148  1.68540
C  -5.87850  2.57006  1.34146
C  2.12394  -2.69559  -2.76314
C  4.53948  -0.55018  1.11194
H  4.02522  -3.05776  -1.99739
H  -4.50392  0.78270  -0.56878
H  -1.69090  -0.62584  -0.51529
H  0.03275  1.44418  1.10850
H  0.11841  -0.69238  -2.09405
H  2.20001  0.46852  1.54299
H  -1.48566  2.25499  2.01115
H  -6.27294  2.71882  0.37733
H  -6.51685  1.85944  1.86014
H  -6.07915  3.43448  1.93961
H  2.74390  -2.46242  -3.62706
H  1.08394  -3.04434  -3.01641
H  2.66390  -3.55547  -2.35538
H  5.18112  -1.50918  1.15260
H  4.16721  -0.23531  2.06797
H  5.06450  0.31455  0.60251

***

Which is most stable, and by how much? P, by 166.8 kJ/mol.

***

P:
# C3H4S2

A single C3H4S2 molecule (the ωB97M-V functional and the def2-TZVPD basis, the OMol25 dataset).

gap between HOMO and LUMO (alpha / beta): 0.25178 / 0.23447 Ha
HOMO energy (alpha / beta): -8.04 / -7.84 eV
spin multiplicity: 1

Element x y z (Å)
C  1.26242  0.57054  0.13742
C  -1.24180  -0.30827  -0.25840
C  0.19879  -0.26849  -0.26754
S  1.66933  -1.18199  -0.29529
S  -1.59445  -0.65648  1.55596
H  1.48855  1.37365  -0.59377
H  1.65230  0.97448  1.14306
H  -1.82075  0.63166  -0.46289
H  -1.61439  -1.13510  -0.95855

***

Q:
# C3H4S2

A single C3H4S2 molecule (the ωB97M-V functional and the def2-TZVPD basis, the OMol25 dataset).

gap between HOMO and LUMO: 0.29820 Ha
HOMO energy: -8.85 eV
spin multiplicity: 1

Element x y z (Å)
C  0.24383  -0.87804  -0.77221
C  -0.55677  0.33850  -0.41495
C  -0.44217  1.00737  0.69366
H  1.20088  -0.86472  1.39576
H  -1.25944  0.62567  -1.19556
H  -1.13254  1.79552  0.90357
H  0.38915  0.99035  1.43084
S  1.39198  -1.63812  0.28095
S  0.16507  -1.37654  -2.32205

***

R:
# C3H4S2

A single C3H4S2 molecule (the ωB97M-V functional and the def2-TZVPD basis, the OMol25 dataset).

gap between HOMO and LUMO: 0.29370 Ha
HOMO energy: -8.57 eV
spin multiplicity: 1

Element x y z (Å)
C  -1.66705  0.94268  0.18119
C  -1.39727  -0.20142  -0.42442
C  2.33954  -0.77437  0.13254
S  2.90280  0.67237  -0.28653
S  0.47231  -1.20930  -0.04020
H  -2.61587  1.38151  0.06667
H  -0.99560  1.71233  0.69575
H  -1.99292  -0.97766  -0.90679
H  2.95407  -1.54615  0.58180

***

S:
# C3H4S2

A molecular structure, C3H4S2 (the ωB97M-V functional and the def2-TZVPD basis, the OMol25 dataset).

gap between HOMO and LUMO: 0.29922 Ha
HOMO energy: -8.69 eV
spin multiplicity: 1

Element x y z (Å)
C  0.14047  0.07085  0.20843
C  0.99582  -1.34633  0.20608
C  1.24720  -1.95191  -1.03121
H  -1.69955  -1.11288  -0.55236
H  1.58913  -1.44384  1.15214
H  1.82658  -2.93886  -0.93245
H  0.66142  -1.85257  -2.03386
S  -1.54254  0.16162  -0.49386
S  0.50013  1.50791  0.87304

***

Which is most stable, and by how much? Q, by 108.8 kJ/mol.

***

P:
# C3H4S2

2 unconnected molecules or ions with the total composition C3H4S2 (the ωB97M-V functional and the def2-TZVPD basis, the OMol25 dataset).

gap between HOMO and LUMO: 0.27732 Ha
HOMO energy: -7.90 eV
spin multiplicity: 1

Element x y z (Å)
C  -0.14606  -1.68826  -0.04883
C  0.71881  1.86679  -0.31855
C  -1.17826  -1.34041  0.68034
S  0.32524  -1.04006  1.61345
S  0.98001  1.26272  -1.81542
H  0.37016  -2.01882  -0.99682
H  1.48617  2.05618  0.28683
H  -0.26804  2.14928  -0.09258
H  -2.28803  -1.24741  0.69158

***

Q:
# C3H4S2

A single C3H4S2 molecule (the ωB97M-V functional and the def2-TZVPD basis, the OMol25 dataset).

gap between HOMO and LUMO (alpha / beta): 0.27040 / 0.27521 Ha
HOMO energy (alpha / beta): -7.57 / -7.54 eV
spin multiplicity: 1

Element x y z (Å)
C  -1.41780  1.17792  0.10228
C  0.76984  -1.19609  -0.07311
C  0.97781  0.21033  -0.42016
S  0.17162  1.61162  0.04998
S  2.45010  -0.52641  0.15506
H  -2.14894  1.94752  -0.03456
H  -1.71959  0.16246  0.26701
H  0.24369  -1.47591  0.83475
H  0.67325  -1.91145  -0.88124

***

Which is most stable, and by how much? Q, by 70.9 kJ/mol.

***

P:
# C4H9N3O2

2 unconnected molecules or ions with the total composition C4H9N3O2 (the ωB97M-V functional and the def2-TZVPD basis, the OMol25 dataset).

gap between HOMO and LUMO: 0.26933 Ha
HOMO energy: -6.76 eV
spin multiplicity: 1

Element x y z (Å)
C  0.95466  -0.62308  0.02756
C  -3.51981  -0.10106  0.04193
C  1.06418  -2.15887  -0.04940
C  0.11616  2.16110  -0.29544
N  0.98170  -0.16504  1.40764
N  0.02644  1.15845  -1.22252
N  0.50940  0.00886  -1.00536
O  -3.22088  -0.32167  1.13041
O  -3.74847  0.10864  -1.09676
H  0.81397  -2.58504  0.94736
H  0.48451  -2.63876  -0.85271
H  2.23171  -2.48018  -0.18438
H  1.01344  2.26959  0.35531
H  0.14144  3.06776  -0.89147
H  -0.76761  2.30359  0.16432
H  1.90651  -0.20695  1.89243
H  0.47765  0.68125  1.50867
H  0.53498  -0.47860  -1.87758

***

Q:
# C4H9N3O2

2 unconnected molecules or ions with the total composition C4H9N3O2 (the ωB97M-V functional and the def2-TZVPD basis, the OMol25 dataset).

gap between HOMO and LUMO: 0.37076 Ha
HOMO energy: -9.46 eV
spin multiplicity: 1

Element x y z (Å)
C  1.97810  0.34389  -0.45302
C  -1.07252  0.38635  -2.19917
O  0.81654  -0.26334  -0.99520
N  -0.03016  0.84403  -1.70129
H  2.62582  0.67936  -1.26354
H  2.49822  -0.41786  0.12787
H  1.70429  1.18255  0.18859
H  -1.37473  -0.69977  -1.93315
H  -1.73577  1.09652  -2.67569
C  -0.45159  -0.22569  1.49426
N  -1.23523  0.86206  1.27140
C  -0.43955  -1.21398  0.34226
N  0.32466  -0.28840  2.50370
O  -1.46150  -1.38257  -0.34833
H  -1.99628  0.74056  0.61596
H  -1.31680  1.52990  2.01834
H  0.93140  -1.10458  2.48194
H  0.23508  -2.06903  0.52507

***

R:
# C4H9N3O2

A single C4H9N3O2 molecule (the ωB97M-V functional and the def2-TZVPD basis, the OMol25 dataset).

gap between HOMO and LUMO: 0.33817 Ha
HOMO energy: -8.65 eV
spin multiplicity: 1

Element x y z (Å)
C  -0.16375  -0.17887  1.44909
C  0.95294  0.17026  2.37053
C  -0.15194  -0.52112  -2.38907
C  0.13580  -1.12733  -0.94840
N  -0.73302  1.93764  -0.85011
N  0.11957  -0.00373  0.00394
N  -0.69082  1.06285  -0.03314
O  -1.34883  2.98116  -0.81632
O  -1.11098  0.83419  1.47074
H  -0.69754  -1.18233  1.57172
H  1.31321  -0.69843  3.05478
H  0.65636  1.12261  2.84486
H  1.93115  0.19431  1.85411
H  0.57562  0.31638  -2.48346
H  -0.10342  -1.39493  -3.06590
H  -1.19751  -0.13926  -2.51014
H  -0.55264  -1.72839  -0.39329
H  1.06578  -1.64500  -1.12996

***

Which is most stable, and by how much? P, by 81.2 kJ/mol.